This record from the OMol25 dataset describes 17 unconnected molecules or ions with the total composition C83H193N7O17 at a distorted geometry. The level of theory is the ωB97M-V functional and the def2-TZVPD basis.

Last columns: bonded neighbours and bond lengths (Å).
Geometry (Å):
1 C 3.66 1.77 -1.42  H2 1.089, C84 1.505, H170 1.091, H178 1.131
2 H 3.01 1.93 -0.56  C1 1.089
3 C 7.33 2.27 -0.39  C117 1.529, H164 1.071, C218 1.564, H248 1.077
4 H -1.60 0.52 2.66  C273 1.059
5 H 1.61 -4.95 -1.46  C180 1.097
6 H -4.66 4.58 2.72  C277 1.085
7 O 1.48 -6.79 -3.69  H67 0.985, C185 1.466
8 H 1.45 3.64 -1.36  C226 1.071
9 H -3.90 -8.04 2.19  C162 1.112
10 H -0.04 -4.54 0.97  C212 1.103
11 H 2.84 -3.62 1.23  C265 1.117
12 O 2.87 -4.13 -3.45  H199 0.968, C278 1.488
13 C -0.34 -0.94 -0.63  C131 1.545, H230 1.076, H242 1.097, H262 1.110
14 C 5.40 4.83 1.79  C36 1.534, H106 1.082, H268 1.068, H279 1.085
15 H 2.95 -2.08 -3.68  C278 1.094
16 H 5.00 -4.67 1.90  C289 1.059
17 C -1.35 1.09 -4.55  C57 1.482, C155 1.534, C163 1.510, N206 1.512
18 H -1.73 4.58 2.98  C295 1.104
19 N -4.24 -3.55 -3.21  O153 1.467, C224 1.510, C238 1.461
20 H 5.14 -0.54 3.96  C267 1.086
21 C -4.15 -4.11 -6.06  H111 1.092, C130 1.506, H145 1.079, C293 1.565
22 H 0.64 -3.44 4.15  C62 1.101
23 H -2.17 -8.25 2.42  C162 1.105
24 H -4.45 5.91 4.83  C82 1.052
25 H -3.22 -7.63 3.76  C162 1.110
26 H -3.92 3.24 -3.22  C83 1.074
27 H 2.78 2.29 6.04  O44 0.962
28 H 3.28 -2.08 0.54  C265 1.089
29 H -2.03 -2.15 -3.12  C249 1.104
30 H 9.83 5.07 1.39  C288 1.075
31 H -0.87 5.46 -5.06  C81 1.104
32 H -1.02 5.17 1.46  C295 1.098
33 H -4.09 -1.37 0.60  O179 0.967
34 H 7.65 -2.38 0.72  C133 1.082
35 H 9.92 6.26 0.04  C288 1.109
36 C 6.17 4.40 0.53  C14 1.534, C117 1.555, C239 1.541, N256 1.458
37 H -2.61 5.59 -3.68  C140 1.073
38 H -0.63 7.77 -3.40  O232 0.998
39 O -0.38 -6.49 2.14  N52 1.464, H169 0.959
40 H 5.37 -5.64 -0.50  C43 1.088
41 H -3.04 2.90 1.27  C173 1.081
42 O -3.07 0.16 1.38  H250 0.990, C273 1.433
43 C 4.44 -5.08 -0.57  H40 1.088, C156 1.521, H168 1.087, H241 1.099
44 O 2.33 2.01 5.24  H27 0.962, N152 1.512
45 H -2.09 2.71 -5.84  C155 1.086
46 N -7.29 4.17 3.01  C99 1.480, O118 1.392, C147 1.481
47 H 10.72 4.74 -0.06  C288 1.095
48 C 3.73 1.00 3.56  C69 1.513, N152 1.530, C182 1.540, C267 1.529
49 H -3.65 -6.25 0.24  C245 1.097
50 H -3.24 -0.94 4.47  C214 1.102
51 H 6.81 2.73 1.65  C117 1.084
52 N -1.41 -5.80 2.92  O39 1.464, C58 1.502, C296 1.454
53 H 5.73 5.81 -0.95  C239 1.078
54 H -5.44 4.70 5.59  C82 1.077
55 H 2.14 -2.44 4.89  C96 1.075
56 H 2.45 0.39 1.87  C182 1.096
57 C -1.81 0.00 -5.45  C17 1.482, H92 1.110, C198 1.529, H284 1.061
58 C -2.72 -6.09 2.26  N52 1.502, C162 1.583, C174 1.551, C245 1.512
59 H 7.02 -5.23 -1.53  C282 1.087
60 H -3.31 4.68 0.83  C173 1.096
61 H -5.28 0.56 -2.00  C190 1.101
62 C 0.36 -4.43 3.77  H22 1.101, H223 1.133, H285 1.145, C296 1.552
63 H 5.26 -0.83 -0.16  O204 0.992
64 C -4.08 -0.06 -4.41  H109 1.111, H125 1.090, C198 1.506, C202 1.504
65 C -3.39 -3.76 3.02  H72 1.057, H105 1.094, C174 1.504, C221 1.521
66 H -0.41 2.33 -6.08  C155 1.101
67 H 0.78 -7.33 -4.12  O7 0.985
68 H 8.65 -3.55 -0.01  C133 1.070
69 C 4.81 2.04 3.76  C48 1.513, H165 1.116, H225 1.104, H294 1.094
70 H -7.51 2.01 4.45  C229 1.062
71 H 4.30 4.84 -0.65  C239 1.087
72 H -4.05 -3.17 3.59  C65 1.057
73 H -2.02 -1.15 2.53  C273 1.040
74 H -8.92 7.11 3.46  C102 1.090
75 H -1.72 -5.74 -4.06  C210 1.089
76 O -0.87 1.31 -0.07  H100 0.984, C131 1.419
77 O 7.36 6.45 0.54  H203 0.961, N256 1.491
78 H 1.14 0.79 -0.33  C131 1.133
79 C -5.97 2.38 2.14  C99 1.548, H119 1.119, H121 1.104, H193 1.114
80 H -4.33 -0.14 3.31  C214 1.081
81 C -1.24 6.44 -4.72  H31 1.104, H124 1.078, C140 1.532, O232 1.463
82 C -5.23 5.22 4.67  H24 1.052, H54 1.077, C146 1.585, C277 1.524
83 C -4.19 2.39 -3.82  H26 1.074, H194 1.102, C202 1.523, H207 1.122
84 C 4.24 0.38 -1.45  C1 1.505, H114 1.117, H196 1.119, O204 1.482
85 C 1.95 4.51 -3.23  O186 1.403, C226 1.533, H247 1.103, H263 1.088
86 H -0.93 -3.47 -3.36  C249 1.040
87 H -2.47 -5.83 -2.55  C210 1.067
88 H 0.15 4.61 -1.99  C226 1.088
89 H -4.09 -5.61 3.90  C174 1.111
90 C 2.11 -0.31 5.17  C96 1.551, N152 1.486, C234 1.536, C274 1.486
91 H -6.22 -2.17 -2.94  C107 1.065
92 H -1.49 -0.95 -4.97  C57 1.110
93 N 5.46 -2.78 -0.80  C156 1.448, C171 1.483, O217 1.407
94 H 2.69 6.57 1.86  C240 1.088
95 H 0.59 -3.71 -4.94  C231 1.135
96 C 2.82 -1.62 4.73  H55 1.075, C90 1.551, H197 1.123, C237 1.532
97 C 8.53 4.56 -0.24  C157 1.524, C218 1.567, N256 1.464, C288 1.530
98 H -7.51 4.35 5.86  C260 1.105
99 C -6.21 3.25 3.40  N46 1.480, C79 1.548, C229 1.503, C277 1.539
100 H -0.63 2.06 0.52  O76 0.984
101 O -1.83 2.12 -2.48  H177 0.971, N206 1.476
102 C -8.67 6.10 3.12  H74 1.090, H127 1.075, C147 1.484, H191 1.077
103 H -8.67 5.59 5.85  C260 1.111
104 H -2.85 -2.58 -5.34  C130 1.093
105 H -3.32 -3.30 2.02  C65 1.094
106 H 6.03 4.69 2.66  C14 1.082
107 C -6.57 -3.15 -3.16  H91 1.065, H201 1.089, C224 1.510, H246 1.129
108 H 3.10 5.00 3.93  C144 1.071
109 H -5.17 0.02 -4.60  C64 1.111
110 H 3.79 -2.51 3.22  C237 1.085
111 H -4.10 -5.19 -6.20  C21 1.092
112 C -6.62 -1.24 0.10  H123 1.097, H160 1.099, H233 1.104, C283 1.513
113 H -1.73 -2.60 3.84  C221 1.092
114 H 4.94 0.34 -2.32  C84 1.117
115 H 2.32 4.97 1.43  C240 1.061
116 H -1.97 -3.48 -1.97  C249 1.079
117 C 6.39 2.87 0.66  C3 1.529, C36 1.555, H51 1.084, H253 1.098
118 O -8.42 3.42 2.69  N46 1.392, H132 0.986
119 H -6.80 1.64 2.16  C79 1.119
120 H 0.17 -2.95 1.71  C212 1.129
121 H -5.03 1.80 2.16  C79 1.104
122 H 0.50 1.62 -3.61  C163 1.074
123 H -6.77 -1.31 -0.98  C112 1.097
124 H -1.00 7.15 -5.49  C81 1.078
125 H -3.87 -1.01 -3.92  C64 1.090
126 H -3.20 7.32 -4.17  C140 1.087
127 H -8.30 6.26 2.13  C102 1.075
128 H 2.06 -3.11 -5.71  C231 1.080
129 H 1.62 5.38 -1.33  C226 1.074
130 C -2.97 -3.66 -5.25  C21 1.506, H104 1.093, C238 1.555, H292 1.111
131 C 0.17 0.35 0.06  C13 1.545, O76 1.419, H78 1.133, H252 1.079
132 H -8.76 3.00 3.52  O118 0.986
133 C 7.62 -3.35 0.23  H34 1.082, H68 1.070, C171 1.536, C299 1.506
134 H -4.76 -5.30 2.39  C174 1.084
135 H -6.07 -3.25 -0.04  C283 1.090
136 H 7.14 -1.51 -2.63  C159 1.069
137 H -3.84 1.31 -1.32  C190 1.050
138 H 0.66 -7.83 -2.09  C185 1.061
139 H -0.13 -5.41 -1.78  C180 1.075
140 C -2.74 6.36 -4.41  H37 1.073, C81 1.532, H126 1.087, H287 1.078
141 H 1.96 1.90 2.69  C182 1.089
142 H -5.52 -2.52 -5.37  C293 1.093
143 H -3.82 -0.35 -1.76  C190 1.116
144 C 2.14 5.27 3.55  H108 1.071, O183 1.432, C240 1.509, H251 1.077
145 H -4.15 -3.63 -7.02  C21 1.079
146 C -6.45 6.10 4.17  C82 1.585, C147 1.482, H215 1.069, H291 1.098
147 C -7.67 5.31 3.89  N46 1.481, C102 1.484, C146 1.482, C260 1.500
148 H 0.95 -1.95 -5.15  C231 1.077
149 H 0.96 6.04 2.00  C240 1.132
150 H -4.28 -3.22 -1.30  O153 0.959
151 H 0.79 -6.13 -0.42  C180 1.161
152 N 3.12 0.76 4.94  O44 1.512, C48 1.530, C90 1.486
153 O -4.32 -4.03 -1.83  N19 1.467, H150 0.959
154 H 0.16 -0.83 4.84  C274 1.108
155 C -1.20 2.41 -5.31  C17 1.534, H45 1.086, H66 1.101, H243 1.098
156 C 4.71 -3.71 0.03  C43 1.521, N93 1.448, C265 1.509, C289 1.582
157 C 8.28 5.00 -1.68  C97 1.524, H244 1.097, H272 1.077, H280 1.077
158 H 1.44 0.68 7.05  C234 1.060
159 C 7.49 -1.78 -1.65  H136 1.069, H167 1.095, C171 1.525, H228 1.108
160 H -7.56 -1.24 0.67  C112 1.099
161 H -2.08 -4.13 4.71  C221 1.118
162 C -3.01 -7.59 2.67  H9 1.112, H23 1.105, H25 1.110, C58 1.583
163 C 0.08 0.80 -4.15  C17 1.510, H122 1.074, H166 1.095, H258 1.108
164 H 7.34 1.21 -0.23  C3 1.071
165 H 5.36 2.21 2.81  C69 1.116
166 H 0.73 0.74 -5.03  C163 1.095
167 H 7.28 -1.01 -0.90  C159 1.095
168 H 3.60 -5.51 -0.04  C43 1.087
169 H -0.06 -7.23 2.66  O39 0.959
170 H 4.48 2.49 -1.39  C1 1.091
171 C 6.89 -3.06 -1.09  N93 1.483, C133 1.536, C159 1.525, C282 1.539
172 H -4.16 3.46 3.99  C277 1.104
173 C -2.61 3.85 1.00  H41 1.081, H60 1.096, H213 1.091, C295 1.535
174 C -3.81 -5.20 2.91  C58 1.551, C65 1.504, H89 1.111, H134 1.084
175 H -1.97 -6.48 0.34  C245 1.031
176 H 2.65 -1.45 2.53  C237 1.075
177 H -1.42 1.74 -1.68  O101 0.971
178 H 3.01 1.91 -2.33  C1 1.131
179 O -4.37 -2.22 0.22  H33 0.967, C283 1.451
180 C 0.86 -5.75 -1.52  H5 1.097, H139 1.075, H151 1.161, C185 1.528
181 H 2.76 -0.37 7.27  C234 1.101
182 C 2.81 1.30 2.36  C48 1.540, H56 1.096, H141 1.089, H261 1.091
183 O 1.26 4.16 3.75  C144 1.432, H189 0.969
184 H 7.38 -4.23 2.18  C299 1.102
185 C 1.31 -7.01 -2.25  O7 1.466, H138 1.061, C180 1.528, H235 1.091
186 O 1.91 5.73 -3.92  C85 1.403, H219 0.974
187 H 4.82 -0.34 2.23  C267 1.070
188 H -6.25 -4.03 -5.98  C293 1.086
189 H 1.62 3.47 4.32  O183 0.969
190 C -4.18 0.66 -2.07  H61 1.101, H137 1.050, H143 1.116, C202 1.519
191 H -9.55 5.49 3.04  C102 1.077
192 H -3.61 0.78 -6.38  C198 1.085
193 H -6.03 3.01 1.22  C79 1.114
194 H -5.29 2.36 -3.75  C83 1.102
195 H -3.58 -0.91 -6.31  C198 1.115
196 H 3.48 -0.44 -1.57  C84 1.119
197 H 3.68 -1.84 5.41  C96 1.123
198 C -3.32 -0.01 -5.70  C57 1.529, C64 1.506, H192 1.085, H195 1.115
199 H 2.23 -4.83 -3.64  O12 0.968
200 H 0.20 3.47 2.58  O227 0.971
201 H -6.86 -3.62 -2.22  C107 1.089
202 C -3.65 1.02 -3.45  C64 1.504, C83 1.523, C190 1.519, N206 1.473
203 H 7.73 6.71 1.39  O77 0.961
204 O 4.97 0.11 -0.19  H63 0.992, C84 1.482
205 H 0.97 -0.57 3.30  C274 1.111
206 N -2.19 0.95 -3.31  C17 1.512, O101 1.476, C202 1.473
207 H -4.03 2.69 -4.89  C83 1.122
208 C -5.95 -5.46 -3.74  C224 1.529, H236 1.080, H259 1.089, H271 1.095
209 H 1.42 -2.66 -2.84  C278 1.108
210 C -2.66 -5.52 -3.55  H75 1.089, H87 1.067, H222 1.096, C238 1.500
211 H -2.59 -4.92 0.42  C245 1.066
212 C -0.57 -3.79 1.57  H10 1.103, H120 1.129, H276 1.076, C296 1.559
213 H -2.15 3.67 0.03  C173 1.091
214 C -3.35 -0.11 3.76  H50 1.102, H80 1.081, H269 1.068, C273 1.511
215 H -6.67 6.80 4.95  C146 1.069
216 H 9.37 2.76 -1.02  C218 1.098
217 O 4.88 -2.56 -2.06  N93 1.407, H286 0.981
218 C 8.70 3.00 -0.18  C3 1.564, C97 1.567, H216 1.098, H281 1.087
219 H 1.13 6.20 -3.59  O186 0.974
220 H 7.07 -5.40 0.93  C299 1.085
221 C -2.04 -3.64 3.71  C65 1.521, H113 1.092, H161 1.118, C296 1.532
222 H -3.39 -6.24 -3.93  C210 1.096
223 H 0.23 -5.02 4.73  C62 1.133
224 C -5.53 -3.99 -3.87  N19 1.510, C107 1.510, C208 1.529, C293 1.541
225 H 5.43 1.82 4.65  C69 1.104
226 C 1.23 4.55 -1.88  H8 1.071, C85 1.533, H88 1.088, H129 1.074
227 O -0.53 3.22 1.98  H200 0.971, C295 1.449
228 H 8.59 -1.92 -1.67  C159 1.108
229 C -6.52 2.37 4.58  H70 1.062, C99 1.503, H257 1.090, H300 1.110
230 H 0.53 -1.53 -0.85  C13 1.076
231 C 1.39 -2.90 -4.89  H95 1.135, H128 1.080, H148 1.077, C278 1.485
232 O -0.58 6.77 -3.46  H38 0.998, C81 1.463
233 H -6.10 -0.28 0.22  C112 1.104
234 C 1.84 -0.23 6.68  C90 1.536, H158 1.060, H181 1.101, H255 1.071
235 H 2.33 -7.30 -1.96  C185 1.091
236 H -5.77 -5.87 -2.76  C208 1.080
237 C 3.38 -1.52 3.31  C96 1.532, H110 1.085, H176 1.075, C267 1.551
238 C -2.99 -4.07 -3.75  N19 1.461, C130 1.555, C210 1.500, C249 1.558
239 C 5.39 4.81 -0.73  C36 1.541, H53 1.078, H71 1.087, H270 1.121
240 C 2.04 5.73 2.12  H94 1.088, H115 1.061, C144 1.509, H149 1.132
241 H 4.10 -5.04 -1.62  C43 1.099
242 H -0.73 -0.65 -1.62  C13 1.097
243 H -0.91 3.24 -4.65  C155 1.098
244 H 9.08 4.85 -2.41  C157 1.097
245 C -2.74 -5.92 0.75  H49 1.097, C58 1.512, H175 1.031, H211 1.066
246 H -7.54 -3.09 -3.72  C107 1.129
247 H 1.48 3.69 -3.80  C85 1.103
248 H 6.94 2.42 -1.38  C3 1.077
249 C -1.88 -3.24 -3.02  H29 1.104, H86 1.040, H116 1.079, C238 1.558
250 H -2.40 0.58 0.78  O42 0.990
251 H 1.86 6.11 4.17  C144 1.077
252 H 0.31 0.09 1.10  C131 1.079
253 H 5.39 2.42 0.63  C117 1.098
254 H 0.45 0.81 4.25  C274 1.085
255 H 1.23 -1.04 7.03  C234 1.071
256 N 7.50 4.98 0.71  C36 1.458, O77 1.491, C97 1.464
257 H -5.81 1.54 4.69  C229 1.090
258 H 0.15 -0.18 -3.63  C163 1.108
259 H -5.51 -6.11 -4.49  C208 1.089
260 C -8.25 4.82 5.18  H98 1.105, H103 1.111, C147 1.500, H275 1.106
261 H 3.22 1.90 1.54  C182 1.091
262 H -1.13 -1.49 -0.08  C13 1.110
263 H 2.95 4.13 -3.03  C85 1.088
264 H 6.52 -4.20 -2.90  C282 1.073
265 C 3.34 -3.15 0.35  H11 1.117, H28 1.089, C156 1.509, H290 1.090
266 H -5.78 -2.61 1.64  C283 1.085
267 C 4.38 -0.34 3.20  H20 1.086, C48 1.529, H187 1.070, C237 1.551
268 H 4.51 4.26 1.91  C14 1.068
269 H -3.32 0.78 4.35  C214 1.068
270 H 5.64 4.16 -1.61  C239 1.121
271 H -7.04 -5.50 -3.89  C208 1.095
272 H 7.42 4.52 -2.11  C157 1.077
273 C -2.39 -0.18 2.59  H4 1.059, O42 1.433, H73 1.040, C214 1.511
274 C 0.89 -0.17 4.33  C90 1.486, H154 1.108, H205 1.111, H254 1.085
275 H -9.14 4.17 5.06  C260 1.106
276 H -1.41 -3.39 1.03  C212 1.076
277 C -4.97 4.12 3.65  H6 1.085, C82 1.524, C99 1.539, H172 1.104
278 C 2.17 -2.84 -3.63  O12 1.488, H15 1.094, H209 1.108, C231 1.485
279 H 5.10 5.87 1.83  C14 1.085
280 H 8.06 6.05 -1.56  C157 1.077
281 H 9.18 2.73 0.75  C218 1.087
282 C 7.13 -4.26 -2.02  H59 1.087, C171 1.539, H264 1.073, H297 1.104
283 C -5.76 -2.40 0.57  C112 1.513, H135 1.090, O179 1.451, H266 1.085
284 H -1.37 0.18 -6.40  C57 1.061
285 H 1.22 -4.90 3.19  C62 1.145
286 H 4.45 -3.39 -2.34  O217 0.981
287 H -3.28 5.95 -5.25  C140 1.078
288 C 9.80 5.19 0.33  H30 1.075, H35 1.109, H47 1.095, C97 1.530
289 C 5.55 -3.96 1.34  H16 1.059, C156 1.582, H298 1.086, C299 1.497
290 H 2.68 -3.38 -0.50  C265 1.090
291 H -6.15 6.69 3.30  C146 1.098
292 H -2.02 -4.07 -5.65  C130 1.111
293 C -5.46 -3.61 -5.36  C21 1.565, H142 1.093, H188 1.086, C224 1.541
294 H 4.38 3.02 3.98  C69 1.094
295 C -1.49 4.30 1.94  H18 1.104, H32 1.098, C173 1.535, O227 1.449
296 C -0.96 -4.41 2.95  N52 1.454, C62 1.552, C212 1.559, C221 1.532
297 H 8.15 -4.19 -2.43  C282 1.104
298 H 5.51 -3.02 1.89  C289 1.086
299 C 6.99 -4.34 1.16  C133 1.506, H184 1.102, H220 1.085, C289 1.497
300 H -6.35 2.91 5.54  C229 1.110

Summary:
total charge = 0
HOMO level = -8.576 eV
Kohn-Sham gap = 9.0 eV
total energy = -134429.6616 eV
LUMO energy = 0.47 eV